{
  "formula": "CH4FN",
  "method": "the ωB97M-V functional and the def2-TZVPD basis",
  "total_charge": 0,
  "e_tot_ha": -195.0107,
  "gap_ha": 0.4343,
  "lumo_energy_ha": 0.0219,
  "homo_energy_ev": -11.22,
  "e_above_lowest_kcal_mol": 59.94,
  "symbols": ["C", "N", "F", "H", "H", "H", "H"],
  "positions_angstrom": [[-0.2507, -0.1508, 0.5490], [0.7877, -0.0277, -0.4460], [-0.0184, -0.2472, -1.8746], [-1.2618, 0.1465, 0.3784], [-0.2354, -1.2270, 0.8290], [0.2224, 0.5222, 1.3039], [0.7562, 0.9839, -0.7397]]
}